# 1
Below is C29H31FeIN3PSTe as an isolated structure, with properties calculated with ωB97M-V/def2-TZVPD.

Positions of all 68 atoms, in Å:
Fe -0.574 0.736 0.420
C -3.513 -0.355 3.350
C -2.860 -0.135 2.124
N -1.557 -0.002 2.044
C -0.809 -0.054 3.180
C -1.374 -0.327 4.439
C -2.777 -0.459 4.496
C -0.521 -0.478 5.563
C 0.833 -0.388 5.378
C 1.408 -0.104 4.128
C 0.611 0.126 3.009
N 0.975 0.408 1.731
C 2.062 -0.203 1.165
C 3.394 -0.171 1.549
C 4.364 -0.933 0.864
C 4.040 -1.745 -0.189
C 2.692 -1.805 -0.628
C 2.246 -2.606 -1.702
C 0.930 -2.574 -2.063
C 0.043 -1.715 -1.382
N 0.429 -0.972 -0.375
C 1.729 -1.015 0.022
H -4.591 -0.451 3.358
H -3.383 -0.059 1.175
H -3.251 -0.644 5.455
H -0.950 -0.673 6.539
H 1.497 -0.522 6.227
H 2.482 -0.024 4.058
H 3.700 0.464 2.368
H 5.396 -0.868 1.194
H 4.793 -2.330 -0.704
H 2.963 -3.226 -2.231
H 0.552 -3.167 -2.885
H -0.992 -1.589 -1.685
C -0.301 3.152 -2.111
P 0.614 2.018 -1.004
C 1.758 3.184 -0.178
C 1.714 1.251 -2.260
C 1.119 0.665 -3.381
C 1.894 0.060 -4.358
C 3.276 0.009 -4.225
C 3.876 0.565 -3.104
C 3.101 1.180 -2.130
H -1.073 2.567 -2.612
H 0.369 3.649 -2.816
H -0.812 3.895 -1.499
H 2.355 3.764 -0.886
H 2.408 2.642 0.512
H 1.145 3.850 0.432
H 0.035 0.671 -3.464
H 1.414 -0.393 -5.217
H 3.881 -0.473 -4.985
H 4.951 0.509 -2.976
H 3.582 1.591 -1.250
C -5.213 -0.637 -2.242
Te -3.811 -1.867 -1.196
C -5.286 -3.550 -1.559
H -5.343 -1.012 -3.258
H -4.791 0.364 -2.242
H -6.170 -0.659 -1.718
H -6.234 -3.352 -1.050
H -4.853 -4.471 -1.158
H -5.470 -3.682 -2.630
I -0.603 3.535 2.948
C -1.382 2.485 1.033
H -2.418 2.362 1.356
H -1.381 3.377 0.404
S -2.340 0.610 -1.172

Properties
Orbital gap ... 4.39 eV
Spin multiplicity ... 1
Charge ... -2

The net atomic charges from Mulliken, expressed in e, are:
1. Fe -0.830
2. C -1.019
3. C -0.243
4. N 0.668
5. C 0.759
6. C 0.906
7. C -0.719
8. C -1.029
9. C -0.843
10. C -0.891
11. C -0.273
12. N 1.000
13. C -0.847
14. C -0.150
15. C -1.005
16. C -0.848
17. C 0.889
18. C -0.788
19. C -1.048
20. C -0.246
21. N 0.333
22. C 0.987
23. H 0.414
24. H 0.516
25. H 0.355
26. H 0.328
27. H 0.336
28. H 0.221
29. H 0.413
30. H 0.318
31. H 0.361
32. H 0.371
33. H 0.433
34. H 0.259
35. C -1.327
36. P 2.169
37. C -1.645
38. C 0.034
39. C -0.799
40. C -0.612
41. C -0.465
42. C -0.700
43. C -0.301
44. H 0.348
45. H 0.427
46. H 0.499
47. H 0.423
48. H 0.284
49. H 0.372
50. H 0.285
51. H 0.400
52. H 0.347
53. H 0.346
54. H 0.261
55. C -1.032
56. Te 0.363
57. C -1.175
58. H 0.285
59. H 0.380
60. H 0.269
61. H 0.277
62. H 0.248
63. H 0.271
64. I -0.395
65. C -1.254
66. H 0.488
67. H 0.474
68. S -0.632

---

# 2
Below is a 2-piece molecular cluster, C29H31N2S overall in a non-equilibrium geometry, with properties calculated with ωB97M-V/def2-TZVPD.

Positions of all 63 atoms, in Å:
C 0.063 -0.405 2.399
C -0.798 -1.553 2.429
C -0.317 -2.809 2.901
C -1.130 -3.935 2.907
C -2.455 -3.855 2.450
C -2.953 -2.636 1.973
C -2.146 -1.499 1.964
C -0.272 0.806 1.796
C 0.525 1.950 1.769
C 0.112 3.213 1.228
C 1.030 4.301 1.139
C 0.641 5.534 0.625
C -0.675 5.729 0.172
C -1.595 4.671 0.231
C -1.217 3.433 0.752
H 1.065 -0.523 2.819
H 0.719 -2.874 3.242
H -0.732 -4.890 3.259
H -3.089 -4.744 2.453
H -3.977 -2.575 1.599
H -2.549 -0.556 1.594
H -1.224 0.854 1.268
H 1.546 1.882 2.151
H 2.057 4.146 1.481
H 1.362 6.353 0.571
H -0.978 6.697 -0.227
H -2.614 4.816 -0.131
H -1.947 2.626 0.801
C 1.819 2.965 7.690
C 1.123 1.945 6.794
C 0.029 2.642 5.972
C 2.137 1.305 5.846
C 0.509 0.810 7.636
C -0.378 1.314 8.754
C -1.207 0.207 9.356
N -1.823 -0.573 8.276
C -2.957 -1.367 8.451
C -3.254 -2.113 7.305
C -4.417 -2.887 7.268
C -5.268 -2.881 8.385
C -4.969 -2.114 9.520
C -3.795 -1.350 9.566
S -2.060 -1.871 6.056
C -1.180 -0.731 7.076
N -0.134 -0.103 6.693
H 2.593 2.481 8.301
H 2.300 3.731 7.069
H 1.110 3.470 8.359
H -0.493 1.908 5.347
H -0.702 3.146 6.615
H 0.487 3.389 5.312
H 1.634 0.538 5.246
H 2.560 2.067 5.182
H 2.949 0.836 6.415
H 1.347 0.250 8.106
H 0.253 1.753 9.535
H -1.026 2.123 8.391
H -0.581 -0.449 9.980
H -1.997 0.614 9.988
H -4.637 -3.461 6.372
H -6.179 -3.477 8.365
H -5.649 -2.107 10.372
H -3.541 -0.746 10.438

Properties
Orbital gap ... 4.07 eV
Spin multiplicity ... 1
Charge ... +1

The net atomic charges from Mulliken, expressed in e, are:
1. C -0.233
2. C 0.854
3. C -0.282
4. C -0.614
5. C -0.381
6. C -0.757
7. C -0.348
8. C -0.261
9. C -0.236
10. C 0.886
11. C -0.364
12. C -0.623
13. C -0.329
14. C -0.706
15. C -0.374
16. H 0.300
17. H 0.353
18. H 0.397
19. H 0.421
20. H 0.397
21. H 0.365
22. H 0.201
23. H 0.374
24. H 0.369
25. H 0.381
26. H 0.391
27. H 0.385
28. H 0.362
29. C -2.049
30. C 1.987
31. C -1.719
32. C -1.595
33. C -0.087
34. C -0.981
35. C -0.709
36. N 0.223
37. C 0.558
38. C 0.401
39. C -0.371
40. C -0.641
41. C -0.632
42. C -0.718
43. S -0.070
44. C 0.129
45. N -0.364
46. H 0.388
47. H 0.475
48. H 0.395
49. H 0.262
50. H 0.331
51. H 0.487
52. H 0.164
53. H 0.464
54. H 0.371
55. H 0.440
56. H 0.467
57. H 0.313
58. H 0.275
59. H 0.426
60. H 0.405
61. H 0.368
62. H 0.381
63. H 0.298

---

# 3
Below is C29H31NOOsP2S5 as an isolated structure, with properties calculated with ωB97M-V/def2-TZVPD.

Positions of all 70 atoms, in Å:
Os 0.529 0.771 -1.114
C 1.845 -2.878 1.195
N 1.139 -1.591 0.977
P 2.215 -0.267 1.466
C 2.125 -0.394 3.269
C 0.938 -0.335 4.003
C 0.967 -0.440 5.380
C 2.185 -0.601 6.038
C 3.367 -0.659 5.321
C 3.339 -0.554 3.935
C 1.167 1.250 1.211
C -0.247 1.343 1.175
C -0.884 2.586 1.083
C -0.134 3.749 1.086
C 1.255 3.680 1.150
C 1.896 2.456 1.177
P 0.079 -1.403 -0.296
C -1.604 -1.427 0.362
C -1.857 -1.890 1.650
C -3.164 -1.933 2.120
C -4.209 -1.509 1.311
C -3.955 -1.041 0.027
C -2.654 -1.002 -0.449
C 0.086 -2.848 -1.371
C 0.476 -2.813 -2.706
C 0.399 -3.953 -3.493
C -0.068 -5.139 -2.951
C -0.487 -5.181 -1.627
C -0.429 -4.041 -0.847
H 2.375 -2.819 2.145
H 2.558 -3.088 0.397
H 1.136 -3.697 1.272
H -0.014 -0.212 3.499
H 0.049 -0.391 5.949
H 2.206 -0.682 7.117
H 4.310 -0.786 5.834
H 4.263 -0.598 3.370
H -0.854 0.474 1.386
H -1.966 2.624 1.071
H -0.627 4.712 1.063
H 1.842 4.589 1.169
H 2.979 2.414 1.204
H -1.037 -2.206 2.283
H -3.366 -2.298 3.118
H -5.225 -1.547 1.679
H -4.773 -0.719 -0.603
H -2.468 -0.659 -1.464
H 0.837 -1.901 -3.157
H 0.700 -3.909 -4.531
H -0.121 -6.030 -3.562
H -0.872 -6.100 -1.207
H -0.807 -4.080 0.167
S 2.090 0.134 -2.582
S 4.129 2.047 -4.679
S 3.884 2.823 -2.940
S 3.506 1.220 -1.581
O 0.538 2.761 -1.767
S 0.321 3.392 -3.177
C -0.967 4.629 -2.860
C -2.330 4.018 -3.229
C -2.153 2.502 -3.294
C -0.832 2.304 -4.026
H -0.714 5.514 -3.442
H -0.846 4.867 -1.804
H -2.628 4.389 -4.210
H -3.098 4.320 -2.521
H -2.975 2.003 -3.804
H -2.084 2.082 -2.284
H -0.875 2.666 -5.057
H -0.408 1.299 -4.027

Properties
Orbital gap (alpha / beta) ... 7.22 / 5.84 eV
Spin multiplicity ... 5
<S²> ... 6.031
Charge ... +2

The net atomic charges from Mulliken, expressed in e, are:
1. Os 1.722
2. C -1.198
3. N 0.899
4. P 0.058
5. C 0.485
6. C -0.010
7. C -0.893
8. C -0.500
9. C -0.648
10. C -0.471
11. C 0.480
12. C 0.171
13. C -0.700
14. C -0.643
15. C -0.935
16. C -0.898
17. P -0.174
18. C 0.491
19. C -0.165
20. C -0.865
21. C -0.639
22. C -0.783
23. C -0.550
24. C 1.240
25. C -0.400
26. C -0.862
27. C -0.510
28. C -0.931
29. C -0.316
30. H 0.473
31. H 0.358
32. H 0.292
33. H 0.264
34. H 0.460
35. H 0.413
36. H 0.445
37. H 0.412
38. H 0.115
39. H 0.573
40. H 0.560
41. H 0.484
42. H 0.574
43. H 0.472
44. H 0.475
45. H 0.435
46. H 0.482
47. H 0.452
48. H -0.094
49. H 0.447
50. H 0.429
51. H 0.432
52. H 0.415
53. S -0.297
54. S -0.029
55. S 0.049
56. S 0.152
57. O -0.353
58. S 0.325
59. C -0.459
60. C -0.838
61. C -0.022
62. C -0.743
63. H 0.464
64. H 0.149
65. H 0.349
66. H 0.396
67. H 0.479
68. H -0.167
69. H 0.504
70. H 0.218

---

ΔE to the lowest compared entry with this formula, charge and spin / kcal/mol: 0.0; 0.0; 59.4
Calculated total energy / eV: -104952.5803; -44385.2009; -109319.7343